{
  "formula": "C13H28CdO7",
  "method": "ωB97M-V/def2-TZVPD",
  "symbols": ["Cd", "C", "C", "O", "C", "C", "O", "C", "C", "O", "C", "C", "O", "C", "C", "O", "C", "C", "O", "H", "H", "H", "H", "H", "H", "H", "H", "H", "H", "H", "H", "H", "H", "H", "H", "H", "H", "H", "H", "H", "H", "H", "H", "C", "O", "H", "H", "H", "H"],
  "positions_angstrom": [[0.252, 0.113, -0.020], [-2.372, 1.566, 1.437], [-2.768, 0.174, 0.968], [-1.671, -0.747, 1.027], [-1.394, -1.341, 2.307], [-0.346, -0.554, 3.075], [0.834, -0.409, 2.273], [1.823, -1.428, 2.483], [2.459, -1.795, 1.158], [1.405, -1.919, 0.199], [1.811, -2.507, -1.042], [0.636, -2.414, -1.977], [0.297, -1.025, -2.097], [-0.848, -0.796, -2.928], [-1.049, 0.699, -3.016], [-1.019, 1.201, -1.679], [-1.686, 2.443, -1.451], [-1.165, 2.975, -0.131], [-1.113, 1.942, 0.862], [-2.257, 1.605, 2.519], [-3.151, 2.280, 1.165], [-3.068, 0.194, -0.080], [-3.605, -0.203, 1.558], [-1.020, -2.343, 2.092], [-2.317, -1.432, 2.883], [-0.112, -1.057, 4.014], [-0.680, 0.454, 3.313], [1.358, -2.310, 2.927], [2.589, -1.057, 3.167], [2.980, -2.750, 1.265], [3.182, -1.046, 0.820], [2.091, -3.550, -0.888], [2.670, -1.962, -1.447], [-0.221, -2.966, -1.579], [0.899, -2.816, -2.957], [-1.719, -1.281, -2.478], [-0.678, -1.214, -3.922], [-2.012, 0.909, -3.486], [-0.255, 1.171, -3.599], [-2.767, 2.273, -1.431], [-1.463, 3.156, -2.248], [-1.768, 3.813, 0.220], [-0.135, 3.310, -0.247], [3.092, 1.764, -0.839], [2.001, 1.536, 0.088], [3.966, 1.183, -0.549], [3.341, 2.822, -0.866], [2.748, 1.448, -1.820], [2.227, 1.890, 0.956]],
  "homo_energy_ev": -16.7777,
  "e_tot_ha": -1205.9798,
  "total_charge": 2
}